(1)
{"formula": "C5H7NO", "method": "ωB97M-V/def2-TZVPD", "e_tot_ha": -324.7005, "charge": 0, "lumo_ev": 0.789, "smiles": "[H]/N=C1/C=C(C)CO1", "species": ["H", "N", "C", "C", "C", "C", "C", "O", "H", "H", "H", "H", "H", "H"], "positions_angstrom": [[-0.19, 2.98, -1.95], [0.15, 2.05, -2.16], [0.03, 1.30, -1.14], [0.39, -0.12, -1.03], [0.10, -0.55, 0.20], [0.20, -1.91, 0.80], [-0.43, 0.62, 0.98], [-0.48, 1.71, 0.06], [0.82, -0.67, -1.86], [0.37, -1.85, 1.88], [-0.73, -2.47, 0.66], [1.01, -2.49, 0.36], [0.25, 0.88, 1.80], [-1.43, 0.46, 1.40]], "mulliken_charge": [0.283, -0.706, 0.418, -0.589, 0.725, -1.248, -0.379, -0.396, 0.436, 0.329, 0.269, 0.345, 0.252, 0.261]}


(2)
{"formula": "C5H7NO", "method": "ωB97M-V/def2-TZVPD", "e_tot_ha": -324.5130, "charge": 0, "lumo_ev": [-0.205, -0.205], "species": ["O", "C", "C", "C", "C", "C", "N", "H", "H", "H", "H", "H", "H", "H"], "positions_angstrom": [[-0.57, 0.37, 2.22], [-1.32, -0.36, 1.48], [-0.87, -1.09, 0.43], [0.62, -0.48, -1.17], [0.27, 0.95, -1.10], [1.09, 0.45, 0.11], [0.52, -1.11, 0.05], [-2.42, -0.33, 1.62], [-1.49, -1.64, -0.27], [1.34, -0.84, -1.90], [-0.73, 1.31, -0.88], [0.82, 1.56, -1.81], [0.56, 0.68, 1.14], [2.17, 0.52, 0.10]], "mulliken_charge": [-0.724, 0.084, -0.442, -0.137, -0.251, -0.338, -0.259, 0.316, 0.344, 0.250, 0.245, 0.264, 0.341, 0.307]}


(3)
{"formula": "C5H7NO", "method": "ωB97M-V/def2-TZVPD", "e_tot_ha": -324.6956, "charge": 0, "lumo_ev": 0.815, "smiles": "C/C=C\\CN=C=O", "species": ["C", "C", "C", "C", "N", "C", "O", "H", "H", "H", "H", "H", "H", "H"], "positions_angstrom": [[1.41, -0.61, 1.11], [0.62, -1.20, -0.02], [-0.57, -0.80, -0.47], [-1.39, 0.34, 0.07], [-1.33, 1.52, -0.78], [-0.47, 2.09, -1.41], [0.27, 2.73, -2.07], [1.57, -1.35, 1.90], [2.40, -0.31, 0.75], [0.94, 0.27, 1.55], [1.09, -2.04, -0.52], [-1.01, -1.32, -1.33], [-1.08, 0.62, 1.08], [-2.44, 0.05, 0.13]], "mulliken_charge": [-1.057, -0.017, -0.277, -0.574, -0.373, 0.659, -0.469, 0.297, 0.273, 0.289, 0.342, 0.344, 0.300, 0.263]}


(4)
{"formula": "C5H7NO", "method": "ωB97M-V/def2-TZVPD", "e_tot_ha": -324.6056, "charge": 0, "lumo_ev": 0.088, "species": ["C", "C", "C", "N", "C", "O", "C", "H", "H", "H", "H", "H", "H", "H"], "positions_angstrom": [[0.94, -0.01, 1.82], [0.47, -0.67, 0.02], [-0.19, -1.88, -0.56], [-0.70, -2.80, -1.06], [-0.16, 0.63, -0.34], [0.13, 1.56, 0.39], [-1.12, 0.88, -1.46], [0.00, 0.06, 2.37], [1.58, -0.83, 2.06], [1.49, 0.95, 2.00], [1.52, -0.72, -0.27], [-1.66, 1.79, -1.22], [-1.80, 0.05, -1.63], [-0.55, 1.04, -2.39]], "mulliken_charge": [-0.860, -0.033, 0.122, -0.411, 0.634, -0.549, -1.160, 0.326, 0.381, 0.295, 0.266, 0.322, 0.389, 0.277]}


(5)
{"formula": "C5H7NO", "method": "ωB97M-V/def2-TZVPD", "e_tot_ha": -324.6741, "charge": 0, "lumo_ev": 0.805, "smiles": "N#CCC1(O)CC1", "species": ["N", "C", "C", "C", "O", "C", "C", "H", "H", "H", "H", "H", "H", "H"], "positions_angstrom": [[-3.23, 0.35, -0.31], [-2.15, 0.15, -0.67], [-0.75, -0.13, -1.04], [0.12, -0.28, 0.20], [-0.41, -1.17, 1.14], [1.60, -0.32, 0.05], [0.95, 0.88, 0.69], [-0.38, 0.70, -1.66], [-0.73, -1.06, -1.61], [-1.17, -0.72, 1.55], [2.11, -1.00, 0.71], [2.03, -0.22, -0.95], [0.96, 1.81, 0.13], [1.06, 1.00, 1.76]], "mulliken_charge": [-0.416, 0.134, -0.292, 0.600, -0.542, -0.644, -0.789, 0.330, 0.233, 0.379, 0.263, 0.233, 0.245, 0.267]}


(6)
{"formula": "C5H7NO", "method": "ωB97M-V/def2-TZVPD", "e_tot_ha": -324.5551, "charge": 0, "lumo_ev": 1.072, "species": ["C", "N", "C", "C", "C", "C", "O", "H", "H", "H", "H", "H", "H", "H"], "positions_angstrom": [[-0.21, 1.01, 1.53], [1.01, 0.21, 1.57], [0.19, 0.13, 0.41], [-0.52, -1.00, -0.36], [-0.62, -0.09, -1.61], [0.79, 0.04, -1.01], [0.80, -1.43, -0.83], [-1.08, 0.68, 2.10], [-0.06, 2.09, 1.54], [1.09, -0.56, 2.21], [-1.24, -1.76, -0.03], [-1.27, 0.79, -1.61], [-0.63, -0.65, -2.55], [1.71, 0.49, -1.39]], "mulliken_charge": [-0.426, -0.604, 0.368, -0.211, -0.579, -0.209, -0.508, 0.222, 0.231, 0.226, 0.475, 0.246, 0.280, 0.489]}


(7)
{"formula": "C5H7NO", "method": "ωB97M-V/def2-TZVPD", "e_tot_ha": -324.5414, "charge": 0, "lumo_ev": -1.433, "species": ["C", "C", "C", "C", "O", "C", "N", "H", "H", "H", "H", "H", "H", "H"], "positions_angstrom": [[1.00, -1.62, 0.82], [0.90, -0.05, 0.64], [-0.33, -0.15, -0.13], [-1.73, 1.99, -0.39], [-0.69, 2.61, -0.34], [-0.17, -0.39, -1.52], [-0.22, -0.59, -2.66], [0.21, -2.00, 1.47], [1.97, -1.78, 1.27], [0.98, -2.17, -0.13], [0.77, 0.39, 1.63], [1.79, 0.36, 0.15], [-2.13, 1.60, -1.34], [-2.35, 1.80, 0.51]], "mulliken_charge": [-1.065, -0.129, -0.353, -0.102, -0.402, 0.320, -0.424, 0.329, 0.358, 0.352, 0.230, 0.339, 0.292, 0.256]}


(8)
{"formula": "C5H7NO", "method": "ωB97M-V/def2-TZVPD", "e_tot_ha": -324.6010, "charge": 0, "lumo_ev": 0.973, "smiles": "C#CCCNC=O", "species": ["C", "C", "C", "C", "N", "C", "O", "H", "H", "H", "H", "H", "H", "H"], "positions_angstrom": [[-1.30, 1.76, -1.70], [-0.39, 1.46, -0.97], [0.66, 1.09, -0.04], [0.08, 0.16, 1.02], [-0.54, -1.20, 0.20], [0.45, -2.10, 0.30], [1.44, -1.78, 0.93], [-2.10, 2.03, -2.35], [1.11, 2.00, 0.41], [1.49, 0.58, -0.55], [0.87, 0.07, 1.81], [-0.81, 0.51, 1.52], [-1.34, -1.47, -0.41], [0.37, -3.10, -0.17]], "mulliken_charge": [0.185, -0.413, -0.635, -0.549, -0.247, -0.016, -0.578, 0.405, 0.281, 0.267, 0.313, 0.383, 0.213, 0.393]}


(9)
{"formula": "C5H7NO", "method": "ωB97M-V/def2-TZVPD", "e_tot_ha": -324.5538, "charge": 0, "lumo_ev": 0.777, "species": ["O", "C", "C", "C", "C", "C", "N", "H", "H", "H", "H", "H", "H", "H"], "positions_angstrom": [[1.25, 2.23, -0.89], [0.49, 1.45, -0.41], [1.35, -0.06, 0.32], [0.53, -1.23, -0.11], [-0.80, -1.11, -0.21], [-1.54, 0.18, 0.00], [-0.75, 1.42, 0.03], [1.60, -0.11, 1.40], [2.29, 0.07, -0.21], [1.03, -2.17, -0.34], [-1.41, -1.97, -0.51], [-2.12, 0.14, 0.93], [-2.28, 0.30, -0.80], [0.34, 0.87, 0.79]], "mulliken_charge": [-0.495, 0.579, -0.988, -0.120, -0.294, -0.481, -0.568, 0.342, 0.387, 0.373, 0.357, 0.294, 0.321, 0.292]}